1.
Computed, not measured: C5H5NO in the gas phase, with wB97M-V/def2-TZVPD.

```
12
C5H5NO (wB97M-V/def2-TZVPD)
O 1.482 -0.932 -1.275
C 0.226 -1.191 -0.701
C 0.355 1.542 2.033
C -0.438 1.282 1.032
N -1.197 1.001 0.096
C -0.815 -0.162 -0.585
C -1.060 -1.089 -1.468
H 1.376 -0.193 -1.888
H 0.371 -1.949 0.070
H 0.158 1.084 2.994
H 1.240 2.153 1.903
H -1.698 -1.545 -2.212
```

Summary:
HOMO level: -9.207 eV
ΔE to the lowest compared entry with this formula, charge and spin: 93.9 kcal/mol
charge: 0
E: -323.3700 hartree
multiplicity: 1
frontier orbital gap: 9.9 eV
structure (SMILES): C=C=NC1=C[C@H]1O

These are the natural (NBO) partial charges, in e, on atoms 1 to 2: O -0.71; C 0.05



2.
Computed, not measured: a molecular structure, C3H4BF2IN2O5SSeTi at a distorted geometry, with wB97M-V/def2-TZVPD.

```
21
C3H4BF2IN2O5SSeTi (wB97M-V/def2-TZVPD)
Ti 1.118 0.293 -0.213
O 1.000 -3.144 1.237
S 0.757 -1.892 0.628
O 0.721 -0.676 1.556
O -0.420 -1.737 -0.239
O 1.902 -1.366 -0.300
F 3.538 1.405 1.353
B 2.320 1.636 0.914
F 1.646 2.605 1.524
Se 1.076 1.086 -2.519
C 2.827 0.547 -2.326
N 3.928 0.247 -2.132
N -2.123 0.171 1.403
C -1.698 0.387 0.196
O -0.618 1.057 0.004
C -2.571 0.111 -0.984
I -3.879 -1.553 -0.840
H -1.468 0.308 2.162
H -2.905 -0.454 1.542
H -1.946 -0.019 -1.856
H -3.204 0.986 -1.108
```

Summary:
HOMO level: -9.930 eV
ΔE to the lowest compared entry with this formula, charge and spin: 42.2 kcal/mol
charge: 0
E: -4773.9738 hartree
multiplicity: 1
frontier orbital gap: 8.5 eV

These are the natural (NBO) partial charges, in e, on atoms 1 to 2: Ti 1.11; O -0.87



3.
Computed, not measured: a molecular structure, C41H47BCl3GeN9OPS6SeSn at a distorted geometry, with wB97M-V/def2-TZVPD.

```
112
C41H47BCl3GeN9OPS6SeSn (wB97M-V/def2-TZVPD)
Sn 0.123 -0.634 -0.022
C 3.673 -1.187 0.110
C 3.012 -1.065 1.487
C 3.572 -0.983 2.789
C 2.505 -0.952 3.690
C 2.538 -0.994 5.201
N 1.351 -0.951 2.986
N 1.684 -1.022 1.594
B -0.150 -0.635 3.407
N -1.063 -1.764 2.772
N -1.290 -1.687 1.391
C -2.124 -2.665 1.025
C -2.530 -2.877 -0.410
C -2.497 -3.388 2.174
C -1.796 -2.793 3.265
C -1.666 -3.171 4.729
N -0.549 0.752 2.756
N -0.334 1.025 1.368
C -1.028 2.142 1.033
C -1.034 2.732 -0.381
C -1.701 2.577 2.195
C -1.369 1.688 3.240
C -1.851 1.779 4.706
H 4.698 -1.564 0.211
H 3.731 -0.229 -0.412
H 3.108 -1.886 -0.520
H 4.629 -0.881 3.056
H 3.556 -0.896 5.618
H 2.187 -1.952 5.554
H 1.900 -0.196 5.605
H -0.244 -0.570 4.624
H -2.992 -1.981 -0.817
H -3.257 -3.675 -0.503
H -1.644 -3.114 -1.019
H -3.155 -4.268 2.247
H -2.122 -4.152 4.904
H -2.164 -2.443 5.332
H -0.599 -3.149 5.008
H -1.418 2.022 -1.125
H -0.055 3.039 -0.715
H -1.643 3.645 -0.394
H -2.242 3.492 2.253
H -2.500 2.630 4.805
H -1.004 1.936 5.349
H -2.325 0.833 4.983
S 0.775 -2.507 -3.632
C 1.275 -3.619 -2.361
N 0.743 -3.629 -1.146
C 1.475 -4.461 -0.320
C 1.298 -4.669 1.054
C 1.965 -5.708 1.690
C 2.874 -6.475 0.971
C 3.198 -6.187 -0.351
C 2.492 -5.178 -0.990
S 2.678 -4.634 -2.596
H 0.574 -4.069 1.621
H 1.797 -5.857 2.762
H 3.338 -7.333 1.484
H 3.975 -6.776 -0.850
C -1.865 4.312 -4.404
O -1.353 3.059 -3.944
C -2.020 1.938 -4.216
S -3.544 1.988 -4.972
S -1.188 0.479 -3.814
H -1.052 5.001 -4.348
H -2.679 4.618 -3.708
H -2.295 4.189 -5.415
Cl -1.218 -5.477 -3.459
Ge -1.221 -3.421 -4.249
Cl -3.307 -3.059 -3.951
Cl -1.076 -3.385 -6.410
C -5.892 -1.026 1.888
N -6.265 -1.102 0.498
C -7.208 -1.964 -0.040
C -7.317 -1.645 -1.367
N -6.351 -0.682 -1.622
C -6.114 -0.122 -2.919
C -5.615 -0.380 -0.491
Se -4.048 0.578 -0.366
H -6.776 -0.868 2.525
H -5.196 -0.188 2.011
H -5.379 -1.973 2.205
H -7.747 -2.636 0.635
H -7.944 -1.996 -2.158
H -7.052 0.090 -3.422
H -5.553 -0.797 -3.602
H -5.528 0.769 -2.789
S 2.339 3.499 1.218
P 2.902 3.009 -0.621
S 2.108 1.482 -1.613
C 4.694 2.887 -0.647
C 5.431 3.871 0.008
C 6.814 3.916 -0.209
C 7.415 3.046 -1.122
C 6.693 2.004 -1.672
C 5.357 1.940 -1.426
C 2.626 4.457 -1.674
C 2.046 5.633 -1.213
C 1.626 6.609 -2.126
C 1.765 6.412 -3.479
C 2.461 5.282 -3.937
C 2.884 4.349 -3.028
H 4.966 4.600 0.646
H 7.432 4.679 0.273
H 8.471 3.184 -1.296
H 7.123 1.237 -2.328
H 4.758 1.111 -1.838
H 1.908 5.759 -0.121
H 1.184 7.573 -1.767
H 1.384 7.140 -4.175
H 2.624 5.083 -5.020
H 3.415 3.472 -3.409
```

Summary:
HOMO level (spin up / spin down): -0.251 / -1.479 eV
ΔE to the lowest compared entry with this formula, charge and spin: 18.5 kcal/mol
charge: -2
expectation value of S²: 0.7589
E: -10987.5280 hartree
multiplicity: 2
frontier orbital gap (spin up / spin down): 3.6 / 4.9 eV

These are the Löwdin partial charges, in e, on atoms 1 to 2: Sn 1.18; C -0.03